This record from the Open Molecules 2025 dataset describes a 9-piece molecular cluster, C35H82N11O11S overall in a non-equilibrium geometry. The level of theory is ωB97M-V/def2-TZVPD.

Computed properties:
- HOMO level (eV) = -10.2
- charge = +1
- energy (Eh) = -3210.6779
- orbital gap (eV) = 6.56
- spin multiplicity = 1
- LUMO energy (eV) = -3.6

XYZ file:
```
140
Properties=species:S:1:pos:R:3:forces:R:3:lowdin_charge:R:1
C 9.734 0.355 2.862 -0.21 -0.01 0.31 -0.102
C 8.737 1.517 3.072 0.43 -0.50 -0.43 -0.248
C 8.187 2.079 1.746 -0.46 0.40 0.44 -0.205
C 6.674 1.869 1.552 0.62 -0.24 0.22 -0.211
C 6.202 0.430 1.839 -0.41 0.21 -0.34 -0.195
C 5.470 -0.264 0.680 0.30 0.46 0.52 -0.186
C 4.281 0.471 0.103 0.08 -0.23 -0.39 -0.166
N 3.077 0.393 0.991 -0.65 -0.25 1.12 0.082
C 2.628 1.638 1.412 -0.03 -0.35 -0.19 -0.336
N 3.414 2.426 2.148 -0.43 0.52 -0.51 0.263
N 1.403 2.052 0.994 1.13 0.87 0.98 0.094
C 0.251 1.388 1.697 0.44 0.21 -0.74 -0.133
C 0.019 2.016 3.072 -0.47 -0.24 0.05 -0.175
C -0.694 1.119 4.107 1.00 1.00 0.06 -0.193
S -0.124 -0.565 4.289 -1.84 -1.51 0.43 0.609
O -0.207 -0.916 5.666 0.80 0.72 -0.13 -0.255
O -0.881 -1.377 3.374 0.50 0.37 -0.30 -0.281
O 1.401 -0.656 3.820 0.04 0.65 0.00 -0.145
H 10.583 0.414 3.540 0.04 0.03 0.05 0.067
H 9.240 -0.594 3.068 0.07 -0.14 -0.13 0.063
H 10.122 0.317 1.848 0.04 0.07 -0.08 0.066
H 9.223 2.305 3.643 -0.02 0.12 0.00 0.099
H 7.926 1.128 3.686 -0.13 0.22 0.13 0.092
H 8.726 1.687 0.886 0.10 -0.13 0.01 0.106
H 8.342 3.158 1.760 0.13 0.05 -0.28 0.105
H 6.433 2.179 0.535 -0.19 0.03 -0.03 0.105
H 6.184 2.560 2.240 -0.16 0.10 -0.08 0.089
H 5.554 0.443 2.724 0.00 -0.17 0.11 0.093
H 7.046 -0.204 2.101 0.06 -0.01 0.11 0.103
H 5.138 -1.244 1.022 0.00 -0.18 -0.24 0.109
H 6.178 -0.429 -0.129 -0.03 -0.10 -0.12 0.130
H 4.500 1.509 -0.148 -0.01 0.13 0.20 0.116
H 4.016 -0.016 -0.828 -0.20 -0.03 -0.01 0.095
H 3.249 -0.234 1.771 0.14 -0.09 -0.06 0.125
H 4.013 2.051 2.866 0.75 -0.32 -0.67 0.126
H 3.416 3.429 2.023 -0.43 0.11 0.46 0.148
H 1.362 3.059 1.148 -0.42 0.00 -0.11 0.141
H -0.606 1.563 1.056 -0.14 -0.36 -0.05 0.129
H 0.493 0.335 1.723 -0.20 -0.21 -0.14 0.085
H -0.646 2.865 2.912 0.06 0.18 0.15 0.123
H 0.921 2.422 3.525 0.26 -0.21 -0.14 0.110
H -0.543 1.570 5.086 -0.01 -0.05 0.09 0.111
H -1.766 1.114 3.941 -0.07 -0.64 -0.11 0.119
H 1.402 -1.225 3.035 0.01 -0.18 -0.03 0.089
C 3.497 -2.352 -2.059 0.10 0.06 -0.15 -0.327
O 4.301 -2.276 -1.139 -0.16 -0.09 0.02 -0.009
N 2.310 -2.967 -1.989 -0.10 -0.05 -0.07 -0.174
C 1.403 -3.016 -3.121 -0.09 -0.08 0.19 -0.042
C 1.923 -3.601 -0.742 0.18 0.09 -0.01 -0.037
H 3.692 -1.899 -3.044 0.02 -0.03 -0.01 0.143
H 0.459 -2.533 -2.859 0.06 0.01 -0.05 0.069
H 1.210 -4.052 -3.401 0.00 0.00 -0.08 0.095
H 1.842 -2.498 -3.971 0.06 -0.02 0.01 0.071
H 1.896 -2.859 0.058 -0.06 -0.01 0.01 0.079
H 2.646 -4.370 -0.471 -0.03 -0.02 0.04 0.095
H 0.939 -4.050 -0.852 -0.01 0.01 -0.04 0.083
C -1.269 -0.571 -1.474 0.00 0.12 -0.04 -0.357
O -0.059 -0.661 -1.313 0.02 0.04 0.07 -0.021
N -2.186 -1.131 -0.676 -0.10 0.03 -0.02 -0.177
C -3.612 -0.973 -0.913 0.24 -0.20 0.17 -0.044
C -1.718 -1.919 0.455 0.02 -0.02 -0.33 -0.024
H -1.710 0.003 -2.307 -0.01 -0.03 -0.01 0.139
H -4.074 -0.494 -0.047 -0.09 -0.04 -0.03 0.087
H -4.073 -1.948 -1.070 -0.10 0.05 -0.01 0.102
H -3.784 -0.361 -1.794 -0.01 -0.04 -0.05 0.060
H -1.106 -1.305 1.103 0.02 -0.04 0.09 0.046
H -1.111 -2.751 0.096 -0.01 -0.03 0.09 0.089
H -2.564 -2.304 1.017 -0.04 0.04 -0.01 0.098
C -4.180 -1.539 8.625 -0.03 0.08 0.06 -0.366
O -5.298 -1.751 9.052 -0.02 -0.03 -0.03 0.009
N -3.479 -2.385 7.850 0.14 0.08 0.02 -0.192
C -2.146 -2.069 7.366 -0.45 -0.37 0.15 -0.065
C -4.077 -3.658 7.486 -0.03 0.16 0.11 -0.053
H -3.636 -0.602 8.844 0.02 -0.02 0.00 0.129
H -2.145 -2.077 6.280 0.08 -0.01 -0.05 0.069
H -1.437 -2.815 7.728 0.11 0.07 -0.08 0.100
H -1.838 -1.088 7.717 -0.04 0.03 0.02 0.076
H -5.009 -3.485 6.945 -0.02 -0.06 0.02 0.096
H -4.305 -4.228 8.388 -0.05 -0.04 -0.04 0.099
H -3.392 -4.224 6.860 0.03 0.02 -0.01 0.061
C -4.197 -6.697 6.065 0.00 0.08 0.00 -0.355
O -3.131 -6.226 5.709 0.02 -0.06 -0.04 0.001
N -4.542 -7.989 5.940 -0.12 -0.08 0.02 -0.196
C -5.829 -8.490 6.382 0.18 -0.08 -0.09 -0.052
C -3.588 -8.909 5.343 0.04 0.16 0.02 -0.038
H -4.988 -6.082 6.528 0.00 -0.02 0.01 0.125
H -5.691 -9.258 7.145 -0.08 0.00 0.02 0.091
H -6.373 -8.922 5.540 -0.07 -0.01 0.04 0.090
H -6.420 -7.679 6.803 0.02 0.03 0.00 0.085
H -2.667 -8.923 5.925 0.02 -0.04 -0.04 0.093
H -3.344 -8.589 4.330 0.04 -0.04 -0.01 0.092
H -4.015 -9.907 5.315 -0.04 0.01 0.02 0.086
C 2.057 4.275 -2.877 0.14 0.06 0.02 -0.350
O 2.656 4.463 -1.825 -0.05 -0.05 0.03 -0.024
N 1.007 3.454 -3.002 -0.04 0.11 -0.24 -0.180
C 0.295 3.223 -4.253 0.42 0.01 0.50 -0.046
C 0.586 2.755 -1.812 0.11 0.08 -0.03 -0.059
H 2.341 4.777 -3.815 0.01 0.00 0.01 0.137
H -0.740 3.512 -4.149 -0.14 0.01 -0.06 0.060
H 0.351 2.163 -4.502 -0.09 0.02 -0.11 0.076
H 0.748 3.803 -5.054 0.03 0.02 0.02 0.092
H 0.313 3.483 -1.042 -0.04 -0.07 0.03 0.084
H 1.415 2.160 -1.441 -0.12 -0.14 0.08 0.073
H -0.259 2.109 -2.024 -0.01 -0.02 -0.11 0.075
C -5.641 1.523 -1.902 -0.11 0.01 0.07 -0.364
O -5.717 0.675 -2.771 0.08 0.03 -0.06 0.015
N -5.833 2.839 -2.092 0.03 0.10 0.05 -0.191
C -5.731 3.799 -1.011 -0.05 0.00 -0.22 -0.054
C -6.157 3.307 -3.430 0.02 -0.16 0.01 -0.032
H -5.405 1.269 -0.854 -0.01 0.06 0.02 0.121
H -6.678 4.325 -0.883 0.03 0.04 0.07 0.093
H -4.949 4.530 -1.230 -0.01 0.03 0.07 0.089
H -5.486 3.289 -0.082 -0.01 -0.03 0.00 0.081
H -7.077 2.838 -3.778 0.00 0.03 -0.05 0.097
H -5.357 3.040 -4.123 -0.01 0.02 -0.04 0.083
H -6.282 4.387 -3.417 0.00 0.02 0.05 0.087
C -3.057 3.155 -6.479 0.05 -0.16 0.01 -0.336
O -2.157 3.075 -5.655 -0.28 0.00 -0.23 -0.022
N -3.663 4.296 -6.833 -0.12 0.06 -0.06 -0.192
C -4.729 4.330 -7.820 0.10 0.14 0.11 -0.047
C -3.236 5.537 -6.207 0.07 -0.15 0.03 -0.032
H -3.448 2.271 -7.008 0.00 0.00 0.01 0.139
H -4.441 4.965 -8.659 -0.06 -0.02 -0.04 0.093
H -5.641 4.728 -7.372 -0.04 -0.01 -0.06 0.091
H -4.927 3.327 -8.190 0.02 -0.02 0.02 0.086
H -2.179 5.712 -6.408 0.00 0.05 0.03 0.094
H -3.372 5.476 -5.127 0.02 0.05 0.01 0.088
H -3.822 6.363 -6.600 -0.03 -0.02 -0.03 0.089
C 2.430 -0.406 -6.330 0.06 -0.05 0.07 -0.366
O 3.565 -0.830 -6.412 0.00 0.01 0.00 0.014
N 1.810 0.344 -7.260 -0.14 -0.05 0.13 -0.194
C 0.450 0.805 -7.064 0.23 0.09 -0.27 -0.065
C 2.525 0.691 -8.477 0.08 -0.10 0.12 -0.035
H 1.791 -0.605 -5.450 -0.03 0.03 -0.01 0.118
H -0.198 0.424 -7.856 -0.07 0.04 0.04 0.093
H 0.430 1.897 -7.077 -0.20 0.00 0.03 0.082
H 0.077 0.456 -6.104 -0.03 0.00 0.00 0.074
H 2.820 -0.213 -9.009 0.02 0.03 -0.04 0.095
H 3.428 1.251 -8.233 0.01 0.00 -0.05 0.094
H 1.885 1.295 -9.115 -0.04 0.00 0.02 0.086
```
Positions in Å, forces in eV/Å.